Density functional theory data (ωB97M-V/def2-TZVPD) for a structure of composition C33H44KN6P.

Positions of all 85 atoms, in Å:
K: 0.36 -0.66 0.51
C: -1.01 -5.11 -0.96
N: -1.82 -4.03 -0.45
C: -3.22 -3.99 -0.81
C: -3.67 -2.69 -0.16
N: -2.78 -2.64 1.00
C: -2.77 -1.40 1.75
C: -1.58 -3.26 0.67
N: -0.53 -3.06 1.38
C: 0.76 -3.63 1.05
C: 1.81 -3.28 2.10
N: 2.25 -1.89 2.04
C: 3.22 -1.50 2.79
N: 3.74 -0.21 2.71
C: 3.01 0.92 2.19
C: 4.58 0.06 3.86
C: 5.07 -1.33 4.19
N: 3.93 -2.16 3.80
C: 4.21 -3.58 3.86
H: -1.40 -5.39 -1.94
H: -1.04 -6.00 -0.32
H: 0.02 -4.80 -1.10
H: -3.76 -4.85 -0.40
H: -3.34 -3.98 -1.90
H: -4.72 -2.71 0.15
H: -3.51 -1.83 -0.82
H: -3.76 -1.23 2.15
H: -2.50 -0.54 1.11
H: -2.06 -1.49 2.57
H: 1.11 -3.28 0.07
H: 0.75 -4.72 0.99
H: 2.64 -3.96 1.92
H: 1.37 -3.52 3.08
H: 2.32 0.63 1.40
H: 3.71 1.63 1.76
H: 2.43 1.42 2.98
H: 3.98 0.47 4.69
H: 5.37 0.76 3.62
H: 5.31 -1.48 5.24
H: 5.95 -1.57 3.58
H: 4.76 -3.76 4.78
H: 4.82 -3.93 3.02
H: 3.30 -4.17 3.91
C: -1.46 4.88 -1.86
C: -2.54 3.91 -2.27
C: -3.67 4.45 -2.89
C: -4.72 3.66 -3.32
C: -4.67 2.29 -3.13
C: -3.56 1.74 -2.49
C: -2.49 2.52 -2.06
P: -1.16 1.50 -1.32
C: -0.14 2.60 -0.25
C: 1.22 2.79 -0.51
C: 2.01 3.55 0.35
C: 1.46 4.10 1.49
C: 0.12 3.88 1.77
C: -0.69 3.14 0.92
C: -2.15 2.95 1.25
C: -0.11 1.02 -2.69
C: 0.37 1.99 -3.59
C: 1.20 1.70 -4.63
C: 1.59 0.35 -4.80
C: 1.12 -0.63 -3.98
C: 0.20 -0.38 -2.89
C: -0.28 -1.47 -2.17
H: -1.56 5.81 -2.42
H: -0.46 4.49 -2.03
H: -1.52 5.12 -0.79
H: -3.71 5.52 -3.06
H: -5.58 4.11 -3.81
H: -5.48 1.65 -3.46
H: -3.51 0.67 -2.33
H: 1.65 2.36 -1.40
H: 3.06 3.71 0.11
H: 2.06 4.70 2.17
H: -0.32 4.30 2.67
H: -2.37 3.27 2.27
H: -2.45 1.90 1.13
H: -2.79 3.53 0.57
H: 0.06 3.02 -3.44
H: 1.55 2.47 -5.31
H: 2.26 0.09 -5.61
H: 1.42 -1.66 -4.16
H: -0.12 -2.46 -2.57
H: -1.13 -1.38 -1.50

## Properties
Multiplicity ... 1
Frontier orbital gap ... 5.36 eV
Energy ... -2553.6768 a.u.
Largest force on an atom ... 0.3 eV/Å
Relative energy (zero: lowest compared OMol25 entry of this formula, charge and spin) ... 0.00 kcal per mole
Lowest unoccupied orbital energy ... 0.3 eV

Density functional theory data (ωB97M-V/def2-TZVPD) for a cluster of 15 separate species, C30H76N15O33SSi in total.

Positions of all 156 atoms, in Å:
C: -0.30 4.78 -1.59
C: -1.61 4.85 -2.41
C: -2.06 3.48 -2.91
C: -3.46 3.52 -3.57
C: -4.47 2.58 -2.90
C: -4.34 1.12 -3.39
C: -3.87 0.24 -2.23
C: -3.41 -1.18 -2.61
C: -1.88 -1.27 -2.81
C: -1.29 -1.14 -1.39
C: 0.23 -1.00 -1.28
C: 0.70 0.47 -1.42
S: 1.48 1.08 0.04
O: 2.34 0.11 0.66
O: 2.06 2.37 -0.22
O: 0.24 1.31 1.02
N: -1.46 -0.16 -3.68
Si: -0.56 -0.37 -5.16
C: 1.14 -1.16 -5.01
C: -0.23 1.40 -5.72
C: -1.55 -1.22 -6.49
C: -1.53 -2.69 -3.42
O: -2.36 -3.16 -4.20
O: -0.43 -3.18 -3.05
H: 0.49 5.39 -2.05
H: 0.08 3.76 -1.55
H: -0.44 5.15 -0.58
H: -1.49 5.53 -3.25
H: -2.40 5.26 -1.77
H: -2.05 2.80 -2.06
H: -1.31 3.14 -3.63
H: -3.81 4.56 -3.52
H: -3.35 3.27 -4.63
H: -5.48 2.97 -3.07
H: -4.23 2.60 -1.83
H: -5.31 0.76 -3.74
H: -3.62 1.09 -4.21
H: -4.71 0.17 -1.54
H: -3.05 0.77 -1.74
H: -3.92 -1.50 -3.52
H: -3.70 -1.87 -1.82
H: -1.56 -2.04 -0.86
H: -1.74 -0.29 -0.87
H: 0.51 -1.33 -0.28
H: 0.76 -1.65 -1.97
H: 1.45 0.59 -2.20
H: -0.13 1.15 -1.57
H: -0.58 1.02 0.59
H: -1.17 0.65 -3.15
H: 1.12 -2.23 -5.17
H: 1.65 -0.93 -4.07
H: 1.75 -0.72 -5.81
H: -1.13 2.02 -5.65
H: 0.50 1.85 -5.04
H: 0.19 1.44 -6.73
H: -2.62 -1.14 -6.27
H: -1.29 -2.27 -6.57
H: -1.35 -0.72 -7.45
C: -3.84 2.74 2.43
N: -3.82 3.03 0.97
O: -4.50 3.96 0.56
O: -3.14 2.31 0.28
H: -4.50 3.46 2.90
H: -4.20 1.73 2.54
H: -2.82 2.83 2.78
C: -0.89 -4.43 1.90
N: -1.96 -3.44 2.18
O: -2.48 -3.44 3.28
O: -2.24 -2.68 1.27
H: -0.74 -5.03 2.79
H: -1.22 -5.02 1.05
H: 0.01 -3.87 1.64
C: 5.54 -0.63 0.39
N: 6.45 -1.48 -0.43
O: 6.12 -2.62 -0.67
O: 7.49 -0.96 -0.79
H: 4.66 -1.21 0.64
H: 6.09 -0.33 1.27
H: 5.27 0.24 -0.20
C: 3.61 -5.30 3.85
N: 2.77 -5.75 2.70
O: 3.32 -6.13 1.70
O: 1.57 -5.71 2.87
H: 4.65 -5.40 3.58
H: 3.34 -4.27 4.07
H: 3.35 -5.95 4.68
C: 4.56 3.37 1.24
N: 6.04 3.25 1.06
O: 6.54 2.15 1.25
O: 6.66 4.24 0.73
H: 4.16 2.41 1.52
H: 4.40 4.12 2.01
H: 4.15 3.70 0.29
C: 8.18 4.71 -2.41
N: 7.42 5.36 -3.51
O: 7.97 5.51 -4.57
O: 6.28 5.69 -3.26
H: 9.17 4.47 -2.78
H: 8.22 5.41 -1.58
H: 7.64 3.81 -2.11
C: 4.45 -7.72 7.74
N: 5.00 -6.92 6.62
O: 5.17 -7.48 5.55
O: 5.24 -5.75 6.83
H: 4.29 -8.73 7.37
H: 5.17 -7.70 8.54
H: 3.51 -7.26 8.05
C: -5.93 4.60 -6.34
N: -4.68 4.02 -6.91
O: -4.59 2.81 -6.96
O: -3.83 4.80 -7.27
H: -6.58 3.78 -6.06
H: -5.64 5.20 -5.48
H: -6.37 5.22 -7.11
C: -7.41 5.82 2.83
N: -6.49 5.70 4.00
O: -6.61 6.48 4.91
O: -5.68 4.79 3.94
H: -8.07 6.66 3.00
H: -6.78 5.97 1.95
H: -7.95 4.89 2.74
C: 8.39 0.88 3.92
N: 7.55 1.09 5.13
O: 6.39 0.74 5.08
O: 8.09 1.61 6.08
H: 7.79 0.42 3.15
H: 8.75 1.86 3.60
H: 9.23 0.25 4.21
C: -0.28 -8.70 3.57
N: -0.88 -8.44 4.91
O: -2.07 -8.56 5.04
O: -0.11 -8.11 5.79
H: -1.07 -8.98 2.89
H: 0.22 -7.79 3.25
H: 0.44 -9.51 3.70
C: 5.74 -11.06 4.95
N: 5.14 -10.97 6.31
O: 3.93 -11.07 6.41
O: 5.90 -10.79 7.24
H: 4.94 -11.22 4.24
H: 6.26 -10.12 4.77
H: 6.44 -11.89 4.96
C: -4.26 8.60 -2.96
N: -4.65 7.53 -3.92
O: -4.49 7.74 -5.11
O: -5.10 6.51 -3.45
H: -3.87 9.44 -3.52
H: -5.15 8.86 -2.40
H: -3.51 8.17 -2.30
C: -6.83 -0.55 4.68
N: -6.47 0.49 3.68
O: -6.46 0.17 2.51
O: -6.22 1.60 4.10
H: -7.03 -1.47 4.15
H: -5.99 -0.65 5.36
H: -7.71 -0.20 5.22

## Properties
Multiplicity ... 1
Frontier orbital gap ... 5.66 eV
Charge ... -1
Energy ... -5179.4225 a.u.
Largest force on an atom ... 1.0 eV/Å
Lowest unoccupied orbital energy ... 0.9 eV

Density functional theory data (ωB97M-V/def2-TZVPD) for a cluster of 2 separate species, C15H24N3O6 in total.

Positions of all 48 atoms, in Å:
C: 5.49 -0.27 1.69
O: 4.23 -0.17 0.99
C: 3.37 -1.19 1.11
N: 2.11 -1.03 0.40
N: 2.03 0.07 -0.23
C: 0.96 0.87 -0.02
C: 1.19 2.19 -0.67
C: -0.17 0.44 0.65
C: -1.12 1.36 1.25
O: -1.45 2.45 0.72
N: -1.74 0.94 2.39
C: -2.90 1.65 2.85
C: -1.36 -0.25 3.14
O: 3.50 -2.21 1.75
H: 5.92 0.73 1.63
H: 5.35 -0.56 2.74
H: 6.16 -0.98 1.19
H: 0.46 2.92 -0.30
H: 2.23 2.48 -0.43
H: 1.12 2.11 -1.77
H: -0.16 -0.58 1.03
H: -2.72 2.72 2.69
H: -3.79 1.34 2.28
H: -3.03 1.43 3.91
H: -0.27 -0.28 3.24
H: -1.81 -0.17 4.14
H: -1.72 -1.17 2.66
C: 1.94 -2.11 -3.35
C: 0.90 -2.40 -2.31
O: 0.14 -1.19 -2.11
C: -0.86 -1.34 -1.19
C: -1.78 -0.17 -1.27
C: -1.49 0.92 -2.20
C: -3.05 -0.28 -0.56
C: -4.16 0.69 -0.91
O: -3.18 -1.07 0.38
O: -0.89 -2.27 -0.42
H: 2.41 -3.05 -3.64
H: 1.50 -1.65 -4.24
H: 2.72 -1.45 -2.94
H: 0.20 -3.18 -2.65
H: 1.34 -2.71 -1.36
H: -0.50 0.76 -2.65
H: -2.24 0.97 -3.01
H: -1.52 1.89 -1.67
H: -4.12 1.10 -1.93
H: -5.11 0.18 -0.77
H: -4.12 1.53 -0.20

## Properties
Multiplicity ... 1
Frontier orbital gap ... 5.41 eV
Charge ... -1
Energy ... -1201.6340 a.u.
Largest force on an atom ... 3.3 eV/Å
Relative energy (zero: lowest compared OMol25 entry of this formula, charge and spin) ... 26.66 kcal per mole
Lowest unoccupied orbital energy ... 2.0 eV

Density functional theory data (ωB97M-V/def2-TZVPD) for a structure of composition C26H22N4O5W.

Positions of all 58 atoms, in Å:
W: 0.27 0.73 0.50
O: 1.47 -3.65 0.07
C: 1.96 -3.75 1.31
C: 2.20 -5.03 1.83
C: 2.69 -5.19 3.11
C: 2.95 -4.08 3.91
C: 2.72 -2.81 3.42
C: 2.21 -2.62 2.12
C: 1.86 -1.28 1.72
O: 1.25 -1.00 0.57
N: 2.05 -0.30 2.56
N: 1.49 0.87 2.16
C: 1.94 1.95 2.79
C: 1.39 3.24 2.62
C: 1.85 4.33 3.38
C: 1.23 5.56 3.27
C: 0.15 5.75 2.41
C: -0.31 4.71 1.63
C: 0.30 3.45 1.72
O: -0.11 2.42 0.99
H: 1.43 -2.72 -0.20
H: 2.00 -5.88 1.19
H: 2.87 -6.18 3.49
H: 3.33 -4.21 4.91
H: 2.92 -1.94 4.02
H: 2.75 1.81 3.50
H: 2.68 4.18 4.05
H: 1.58 6.39 3.87
H: -0.33 6.72 2.36
H: -1.14 4.83 0.95
O: -1.74 -3.92 -3.85
C: -1.97 -4.25 -2.51
C: -1.83 -3.02 -1.67
C: -1.69 -3.07 -0.28
C: -1.34 -1.93 0.40
N: -1.12 -0.74 -0.21
C: -1.43 -0.65 -1.53
C: -1.78 -1.77 -2.28
C: -1.25 0.69 -2.10
C: -1.96 1.20 -3.17
C: -1.74 2.52 -3.57
C: -2.56 3.13 -4.67
O: -3.52 2.26 -5.18
C: -0.73 3.24 -2.93
C: -0.06 2.67 -1.87
N: -0.34 1.43 -1.42
H: -1.76 -4.71 -4.40
H: -1.25 -5.01 -2.16
H: -2.98 -4.67 -2.37
H: -1.81 -4.00 0.26
H: -1.18 -1.95 1.48
H: -1.94 -1.70 -3.34
H: -2.70 0.62 -3.68
H: -1.89 3.39 -5.50
H: -2.98 4.07 -4.30
H: -4.38 2.39 -4.78
H: -0.49 4.25 -3.24
H: 0.72 3.22 -1.34

## Properties
⟨S²⟩ ... 2.0384
Multiplicity ... 3
Frontier orbital gap (spin up / spin down) ... 5.53 / 5.64 eV
Charge ... +2
Energy ... -1665.7810 a.u.
Largest force on an atom ... 2.5 eV/Å
Relative energy (zero: lowest compared OMol25 entry of this formula, charge and spin) ... 12.42 kcal per mole
Lowest unoccupied orbital energy (spin up / spin down) ... -7.8 / -7.6 eV

Density functional theory data (ωB97M-V/def2-TZVPD) for a cluster of 2 separate species, C2H10N3OP in total.

Positions of all 17 atoms, in Å:
C: 0.73 2.60 0.08
C: -0.98 -1.03 -1.79
N: 0.23 -2.03 1.69
N: 0.08 2.09 1.19
N: -0.97 -1.63 -0.49
O: 1.55 -1.12 -0.41
P: 0.31 -0.96 0.40
H: 0.29 2.45 -0.95
H: 0.90 3.62 0.36
H: 1.81 2.29 -0.04
H: -0.08 -0.43 -2.04
H: -1.36 -1.91 -2.35
H: -1.71 -0.27 -1.91
H: 0.99 -2.04 2.47
H: -0.69 -2.07 1.98
H: 0.80 2.08 1.95
H: -1.90 -1.65 -0.12

## Properties
Multiplicity ... 1
Frontier orbital gap (spin up / spin down) ... 8.78 / 7.93 eV
Energy ... -662.9526 a.u.
Largest force on an atom ... 4.3 eV/Å
Relative energy (zero: lowest compared OMol25 entry of this formula, charge and spin) ... 115.42 kcal per mole
Lowest unoccupied orbital energy (spin up / spin down) ... -0.7 / 0.0 eV

Density functional theory data (ωB97M-V/def2-TZVPD) for a cluster of 2 separate species, C4H11NO3 in total.

Positions of all 19 atoms, in Å:
N: 2.66 -1.40 0.08
C: 2.19 -0.31 -0.62
O: 2.85 0.71 -0.70
C: 0.83 -0.52 -1.22
C: -0.30 -0.69 -0.21
C: -1.32 0.44 -0.10
O: -2.38 0.35 -1.04
H: 2.19 -2.28 0.00
H: 3.56 -1.41 0.53
H: 0.62 0.31 -1.89
H: 0.94 -1.34 -1.94
H: -0.80 -1.65 -0.06
H: 0.19 -0.65 0.77
H: -1.75 0.33 0.89
H: -0.77 1.36 -0.28
H: -2.07 -0.12 -1.83
O: -1.99 2.33 2.82
H: -1.70 2.08 1.95
H: -2.94 2.46 2.85

## Properties
Multiplicity ... 1
Frontier orbital gap ... 10.61 eV
Energy ... -439.4773 a.u.
Largest force on an atom ... 2.0 eV/Å
Structure (SMILES) ... NC(=O)CCCO.O
Relative energy (zero: lowest compared OMol25 entry of this formula, charge and spin) ... 30.49 kcal per mole
Lowest unoccupied orbital energy ... 0.6 eV

Density functional theory data (ωB97M-V/def2-TZVPD) for a cluster of 2 separate species, C3H8NO2 in total.

Positions of all 14 atoms, in Å:
C: 0.80 -0.74 -1.91
C: 0.14 0.45 -1.99
O: -1.10 0.71 -1.62
H: 1.87 -0.91 -2.19
H: 0.23 -1.63 -1.61
H: 0.71 1.32 -2.37
H: -1.08 0.76 -0.54
N: 0.61 0.08 2.20
C: -0.54 -0.22 1.36
O: -1.19 0.86 0.79
H: 0.73 1.06 2.07
H: 0.27 0.01 3.17
H: -0.21 -0.99 0.59
H: -1.25 -0.76 2.06

## Properties
Multiplicity ... 1
Frontier orbital gap ... 8.13 eV
Charge ... -1
Energy ... -324.3214 a.u.
Largest force on an atom ... 2.3 eV/Å
Relative energy (zero: lowest compared OMol25 entry of this formula, charge and spin) ... 58.96 kcal per mole
Lowest unoccupied orbital energy ... 4.6 eV

Density functional theory data (ωB97M-V/def2-TZVPD) for an isolated molecule of C3H7N3S.

Positions of all 14 atoms, in Å:
C: -1.05 -0.17 0.08
C: -0.57 1.21 -0.18
C: 0.04 -1.01 0.78
N: -2.23 -0.61 -0.09
N: 1.91 -0.82 -0.96
N: 0.72 1.32 0.40
S: 1.67 -0.14 0.35
H: -0.55 1.45 -1.31
H: -1.29 1.92 0.32
H: -0.10 -1.38 1.88
H: 0.16 -1.90 0.14
H: -2.33 -1.62 0.04
H: 2.92 -0.94 -1.36
H: 1.26 2.07 0.07

## Properties
⟨S²⟩ ... 2.0075
Multiplicity ... 3
Frontier orbital gap (spin up / spin down) ... 6.17 / 6.48 eV
Energy ... -680.7106 a.u.
Largest force on an atom ... 6.6 eV/Å
Relative energy (zero: lowest compared OMol25 entry of this formula, charge and spin) ... 49.59 kcal per mole
Lowest unoccupied orbital energy (spin up / spin down) ... 0.7 / -2.6 eV

- Which of these has the lowest energy?
  C30H76N15O33SSi

- Look up the multiplicity of the eighth one.
  3

- Which value of largest force on an atom does entry 7 give?
  2.3 eV/Å